DFT (ωB97M-V/def2-TZVPD) results for 7 unconnected molecules or ions with the total composition C62H61I2NO17PS in a non-equilibrium geometry.

Last columns: bonded neighbours and bond lengths (Å).
CARTESIAN COORDINATES (ANGSTROEM)
1 I 0.05 3.26 -2.47  C82 2.143
2 I 3.19 4.34 -4.74  C32 2.161
3 S 2.28 1.56 2.84  C64 1.827, C65 1.812
4 P 5.06 2.31 0.51  O7 1.596, O14 1.459, O16 1.583, C75 1.845
5 O 1.11 3.11 -12.35  C57 1.210
6 O 1.13 -2.39 0.07  C69 1.203
7 O 4.55 3.82 0.57  P4 1.596, H137 0.969
8 O -0.38 6.82 2.78  C43 1.212
9 O -1.57 -7.15 -3.32  C68 1.213
10 O -1.80 -4.75 1.39  C53 1.214
11 O 3.23 2.94 8.16  C36 1.216
12 O -8.80 -5.44 2.51  C24 1.210
13 O -1.49 3.05 -7.74  C72 1.214
14 O 6.28 2.08 -0.27  P4 1.459
15 O 2.79 1.60 13.26  C60 1.210
16 O 5.28 1.85 2.00  P4 1.583, H106 0.968
17 O -0.69 -8.85 -7.59  C50 1.210
18 O -0.73 5.35 7.86  C79 1.212
19 O -2.24 -3.96 -6.25  C54 1.216
20 O 0.20 -0.82 1.35  C69 1.324, C76 1.460
21 O -4.21 -2.88 1.83  C71 1.213
22 N 3.36 1.69 -1.59  C47 1.496, C75 1.384, C80 1.339
23 C -0.45 2.02 -10.97  C57 1.486, C67 1.330, H135 1.082
24 C -7.75 -4.85 2.36  O12 1.210, C28 1.486, C31 1.486
25 C -0.08 -2.55 -3.71  C30 1.377, C33 1.378, H98 1.080
26 C 4.29 2.11 10.09  C36 1.482, C59 1.330, H145 1.083
27 C -2.75 -6.26 -6.31  C48 1.329, C54 1.482, H127 1.082
28 C -7.41 -4.21 1.06  C24 1.486, C41 1.330, H92 1.083
29 C 0.73 4.16 -10.28  C57 1.486, C58 1.330, H108 1.083
30 C 0.93 -1.80 -3.15  C25 1.377, C45 1.384, H125 1.081
31 C -6.75 -4.75 3.45  C24 1.486, C81 1.330, H93 1.082
32 C 3.62 4.06 -2.64  I2 2.161, C39 1.548, C47 1.551, H107 1.084
33 C -1.41 -2.28 -3.42  C25 1.378, C46 1.384, H112 1.079
34 C 1.73 2.43 11.33  C60 1.486, C74 1.330, H128 1.082
35 C -0.69 -4.95 -0.68  C53 1.487, C83 1.330, H144 1.085
36 C 3.13 2.63 9.33  O11 1.216, C26 1.482, C74 1.483
37 C -1.74 6.59 4.69  C43 1.485, C84 1.331, H143 1.082
38 C -0.71 -0.52 -1.97  C45 1.385, C46 1.380, H120 1.081
39 C 4.63 5.17 -2.28  C32 1.548, H86 1.087, H111 1.082, H121 1.083
40 C -2.13 -1.16 3.60  C56 1.543, C77 1.545, H91 1.086, H99 1.089
41 C -6.26 -3.57 0.89  C28 1.330, C71 1.484, H105 1.083
42 C -0.58 -5.32 -7.21  C54 1.483, C70 1.330, H126 1.083
43 C -0.46 6.49 3.95  O8 1.212, C37 1.485, C49 1.484
44 C 2.10 1.28 -3.70  C80 1.503, C82 1.547, H114 1.089, H123 1.082
45 C 0.62 -0.78 -2.27  C30 1.384, C38 1.385, C66 1.487
46 C -1.72 -1.26 -2.55  C33 1.384, C38 1.380, H116 1.079
47 C 4.19 2.63 -2.40  N22 1.496, C32 1.551, H109 1.079, H118 1.082
48 C -2.36 -7.49 -6.64  C27 1.329, C50 1.485, H90 1.082
49 C 0.72 5.98 4.68  C43 1.484, C52 1.329, H132 1.083
50 C -1.05 -7.73 -7.29  O17 1.210, C48 1.485, C70 1.487
51 C -2.65 -6.97 -1.24  C68 1.485, C78 1.331, H94 1.083
52 C 0.63 5.61 5.96  C49 1.329, C79 1.485, H101 1.084
53 C -1.73 -5.31 0.32  O10 1.214, C35 1.487, C78 1.485
54 C -1.89 -5.08 -6.57  O19 1.216, C27 1.482, C42 1.483
55 C 0.67 2.53 -5.39  C82 1.535, H103 1.085, H115 1.083, H122 1.088
56 C -0.59 -1.08 3.64  C40 1.543, C76 1.522, H139 1.088, H140 1.088
57 C 0.52 3.10 -11.29  O5 1.210, C23 1.486, C29 1.486
58 C 0.07 4.15 -9.12  C29 1.330, C72 1.484, H131 1.083
59 C 4.18 1.77 11.37  C26 1.330, C60 1.487, H89 1.082
60 C 2.89 1.90 12.09  O15 1.210, C34 1.486, C59 1.487
61 C -4.23 0.16 3.02  C77 1.540, H88 1.085, H95 1.086, H102 1.085
62 C 1.88 -0.20 -0.26  C66 1.375, C69 1.502, C73 1.395
63 C 1.80 2.09 5.41  C65 1.526, H85 1.087, H96 1.089, H100 1.083
64 C 3.04 0.19 1.89  S3 1.827, C73 1.501, H124 1.080, H134 1.085
65 C 2.31 0.94 4.54  S3 1.812, C63 1.526, H97 1.086, H130 1.086
66 C 1.66 0.03 -1.59  C45 1.487, C62 1.375, C80 1.400
67 C -1.11 2.01 -9.81  C23 1.330, C72 1.483, H119 1.083
68 C -1.61 -6.61 -2.24  O9 1.213, C51 1.485, C83 1.482
69 C 1.04 -1.24 0.41  O6 1.203, O20 1.324, C62 1.502
70 C -0.19 -6.55 -7.55  C42 1.330, C50 1.487, H87 1.083
71 C -5.26 -3.47 1.98  O21 1.213, C41 1.484, C81 1.483
72 C -0.90 3.07 -8.80  O13 1.214, C58 1.484, C67 1.483
73 C 2.87 0.51 0.43  C62 1.395, C64 1.501, C75 1.380
74 C 1.84 2.77 10.05  C34 1.330, C36 1.483, H110 1.084
75 C 3.63 1.43 -0.26  P4 1.845, N22 1.384, C73 1.380
76 C 0.03 -1.78 2.44  O20 1.460, C56 1.522, H113 1.085, H117 1.089
77 C -2.72 0.23 3.29  C40 1.545, C61 1.540, H104 1.090, H138 1.088
78 C -2.70 -6.37 -0.05  C51 1.331, C53 1.485, H136 1.083
79 C -0.65 5.69 6.70  O18 1.212, C52 1.485, C84 1.485
80 C 2.40 1.02 -2.25  N22 1.339, C44 1.503, C66 1.400
81 C -5.60 -4.11 3.28  C31 1.330, C71 1.483, H142 1.083
82 C 0.71 1.90 -3.99  I1 2.143, C44 1.547, C55 1.535, H129 1.078
83 C -0.65 -5.55 -1.87  C35 1.330, C68 1.482, H141 1.082
84 C -1.83 6.22 5.96  C37 1.331, C79 1.485, H133 1.082
85 H 2.15 3.05 5.06  C63 1.087
86 H 5.65 4.79 -2.19  C39 1.087
87 H 0.77 -6.75 -8.02  C70 1.083
88 H -4.74 0.95 3.55  C61 1.085
89 H 5.01 1.38 11.95  C59 1.082
90 H -2.97 -8.36 -6.46  C48 1.082
91 H -2.45 -1.82 2.80  C40 1.086
92 H -8.15 -4.30 0.28  C28 1.083
93 H -7.02 -5.23 4.39  C31 1.082
94 H -3.35 -7.75 -1.53  C51 1.083
95 H -4.39 0.23 1.94  C61 1.086
96 H 0.71 2.13 5.38  C63 1.089
97 H 3.29 0.59 4.85  C65 1.086
98 H 0.16 -3.36 -4.38  C25 1.080
99 H -2.52 -1.55 4.54  C40 1.089
100 H 2.08 1.94 6.45  C63 1.083
101 H 1.48 5.22 6.51  C52 1.084
102 H -4.59 -0.81 3.34  C61 1.085
103 H -0.25 2.24 -5.88  C55 1.085
104 H -2.50 0.84 4.17  C77 1.090
105 H -5.99 -3.09 -0.05  C41 1.083
106 H 4.90 2.45 2.66  O16 0.968
107 H 2.73 4.22 -2.05  C32 1.084
108 H 1.43 4.94 -10.54  C29 1.083
109 H 5.15 2.75 -1.92  C47 1.079
110 H 1.01 3.16 9.47  C74 1.084
111 H 4.33 5.65 -1.36  C39 1.082
112 H -2.20 -2.86 -3.87  C33 1.079
113 H -0.62 -2.58 2.11  C76 1.085
114 H 2.05 0.29 -4.16  C44 1.089
115 H 0.67 3.62 -5.36  C55 1.083
116 H -2.75 -1.03 -2.30  C46 1.079
117 H 1.00 -2.19 2.69  C76 1.089
118 H 4.42 2.16 -3.35  C47 1.082
119 H -1.82 1.23 -9.55  C67 1.083
120 H -0.96 0.27 -1.28  C38 1.081
121 H 4.65 5.95 -3.03  C39 1.083
122 H 1.48 2.15 -6.01  C55 1.088
123 H 2.86 1.83 -4.23  C44 1.082
124 H 4.08 0.04 2.15  C64 1.080
125 H 1.97 -2.03 -3.36  C30 1.081
126 H 0.03 -4.45 -7.39  C42 1.083
127 H -3.70 -6.06 -5.83  C27 1.082
128 H 0.80 2.52 11.88  C34 1.082
129 H -0.03 1.11 -4.00  C82 1.078
130 H 1.60 0.13 4.60  C65 1.086
131 H 0.20 4.91 -8.36  C58 1.083
132 H 1.64 5.92 4.12  C49 1.083
133 H -2.76 6.27 6.52  C84 1.082
134 H 2.51 -0.71 2.16  C64 1.085
135 H -0.59 1.26 -11.72  C23 1.082
136 H -3.45 -6.62 0.69  C78 1.083
137 H 4.95 4.27 1.33  O7 0.969
138 H -2.17 0.61 2.44  C77 1.088
139 H -0.21 -1.63 4.50  C56 1.088
140 H -0.28 -0.04 3.66  C56 1.088
141 H 0.10 -5.30 -2.61  C83 1.082
142 H -4.86 -4.02 4.06  C81 1.083
143 H -2.59 6.97 4.13  C37 1.082
144 H -0.01 -4.16 -0.39  C35 1.085
145 H 5.22 2.02 9.54  C26 1.083

Results
Highest occupied orbital energy = -11.5 eV
DFT total energy = -137895.890 eV
Charge = +1
Largest force on an atom = 1.1 eV Å⁻¹